Entry 1:
# C3H11NOS2

A cluster of 2 separate species, C3H11NOS2 in total (wB97M-V/def2-TZVPD, the Open Molecules 2025 dataset).

Values from the calculation:
HOMO = -8.09 eV
Energy relative to the best compared isomer or geometry (same formula, charge and spin) = 43.9 kcal per mole
Structure (SMILES) = C[C@@H](N)CSS.O
Spin multiplicity = 1
LUMO energy = 0.33 eV

Cartesian coordinates (Å):
S 0.8806 2.3614 -0.5845
S 2.4114 0.8602 -0.5912
O -3.8969 3.4535 -3.8465
N -0.5389 -0.5859 0.3979
C 0.6406 -2.2285 1.8023
C 0.6566 -1.3416 0.5853
C 1.8591 -0.3986 0.7082
H 1.5999 0.3164 1.5193
H -1.1060 -0.5200 1.3201
H 2.5859 -1.1829 0.9817
H -0.7472 -0.3187 -0.5077
H -0.2555 -2.8408 1.8258
H -3.8190 3.8524 -4.8416
H -3.0110 3.3385 -3.5591
H 0.5048 -1.5740 2.6269
H 0.0015 1.7196 0.2778
H 1.5301 -2.7948 2.0354
H 0.7038 -2.1160 -0.1504

Entry 2:
# C3H11NOS2

A cluster of 2 separate species, C3H11NOS2 in total (wB97M-V/def2-TZVPD, the Open Molecules 2025 dataset).

Values from the calculation:
HOMO = -8.59 eV
Energy relative to the best compared isomer or geometry (same formula, charge and spin) = 71.5 kcal per mole
Structure (SMILES) = CNCCSS.O
Spin multiplicity = 1
LUMO energy = -0.08 eV

Cartesian coordinates (Å):
S 0.7326 2.2793 -2.4987
S 0.7413 0.1733 -2.5786
O 0.2704 -3.3808 -0.9077
N 0.1996 0.2742 1.6303
C -0.0145 -0.1951 -0.9422
C -0.9677 0.9557 2.0985
C 0.7657 0.4655 0.2781
H -0.6458 -3.4244 -0.6189
H 1.8022 0.1610 0.4722
H 0.9219 1.6203 0.2095
H 0.1063 -1.1618 -0.8556
H -1.0486 0.1032 -1.0837
H -1.0365 1.8898 1.5078
H -0.1129 -0.8479 1.7113
H -1.9424 0.5883 1.9405
H 0.1477 -3.4341 -1.9195
H 1.2140 3.0339 -1.5920
H -1.1333 0.8998 3.1486